# 1
This record from the OMol25 dataset describes a 2-piece molecular cluster, C14H16O overall. The level of theory is the ωB97M-V functional and the def2-TZVPD basis.

Properties
E: -16823.84959 eV
HOMO: -8.269 eV
molar mass: 200.28 g/mol
orbital gap: 9.11 eV
SMILES: Cc1ccc(O)cc1.Cc1ccccc1

Structure (ORCA input):
```
! RIJCOSX wB97M-V def2-TZVPD def2/J DEFGRID3
* xyz 0 1
C 0.186 -1.695 2.042
C 0.903 0.600 1.754
C 1.268 -0.765 1.558
C 1.645 1.604 1.194
C 2.842 1.308 0.527
C 2.381 -1.011 0.808
C 3.270 0.031 0.381
H 0.015 0.752 2.342
H 1.307 2.632 1.054
H -0.070 -1.501 3.087
H 0.426 -2.770 1.931
H 3.423 2.117 0.031
H 2.619 -1.991 0.390
H 4.149 -0.208 -0.223
H -0.591 -1.200 1.416
C -1.836 2.536 -0.949
C -0.426 0.568 -1.735
C -1.567 1.087 -1.175
C -0.125 -0.800 -1.678
C -1.127 -1.646 -1.264
C -2.536 0.193 -0.660
C -2.307 -1.176 -0.686
O -1.009 -2.965 -1.590
H 0.407 1.100 -2.155
H 0.885 -1.119 -1.867
H -1.992 3.199 -1.834
H -1.054 3.032 -0.303
H -3.323 0.661 -0.082
H -1.822 -3.458 -1.466
H -3.141 -1.813 -0.352
H -2.800 2.698 -0.496
*
```



# 2
This record from the OMol25 dataset describes a 2-piece molecular cluster, C2HBrFN overall. The level of theory is the ωB97M-V functional and the def2-TZVPD basis.

Properties
<S²>: 2.019
E: -76334.82341 eV
HOMO (spin up / spin down): -9.265 / -11.881 eV
molar mass: 137.94 g/mol
orbital gap (spin up / spin down): 9.54 / 10.21 eV

Structure (ORCA input):
```
! RIJCOSX wB97M-V def2-TZVPD def2/J DEFGRID3
* xyz 0 3
C -0.168 -0.723 0.421
C 0.521 0.015 -0.460
N -0.694 -1.608 0.979
F 0.613 -0.416 -1.711
Br 1.613 1.451 0.046
H -1.886 1.280 0.724
*
```



# 3
This record from the OMol25 dataset describes C48H61Cl2IN4O4SV as an isolated structure. The level of theory is the ωB97M-V functional and the def2-TZVPD basis.

Properties
<S²>: 0.807
E: -134567.70009 eV
HOMO (spin up / spin down): -12.811 / -12.811 eV
molar mass: 1038.86 g/mol
orbital gap (spin up / spin down): 5.48 / 5.42 eV

Structure (ORCA input):
```
! RIJCOSX wB97M-V def2-TZVPD def2/J DEFGRID3
* xyz 2 2
V -1.022 0.939 -0.317
C 2.699 -0.684 -2.197
C 2.815 0.507 -1.247
N 3.945 0.855 -0.673
C 3.951 1.858 0.236
C 2.945 2.729 0.454
C 2.978 3.736 1.600
O 2.332 4.912 1.260
C 1.763 2.322 -0.137
C 0.629 3.262 -0.110
N -0.589 2.918 -0.389
C -1.458 3.996 -0.697
C -1.315 5.352 -0.312
C -2.057 6.337 -0.905
C -3.074 6.049 -1.816
C -3.309 4.739 -2.159
C -2.487 3.736 -1.632
I -2.598 1.813 -2.434
C 1.644 1.157 -0.890
O 0.458 0.764 -1.379
H 3.497 -0.719 -2.918
H 2.796 -1.679 -1.684
H 1.726 -0.604 -2.687
H 4.971 2.092 0.697
H 2.537 3.202 2.463
H 4.065 3.820 1.815
H 2.543 5.576 1.921
H 0.826 4.337 -0.235
H -0.439 5.602 0.330
H -1.856 7.362 -0.541
H -3.770 6.803 -2.164
H -4.112 4.432 -2.828
C -2.763 1.463 3.688
C -1.756 1.951 2.617
C -2.093 3.403 2.339
C -0.372 1.673 3.162
C 0.029 2.446 4.247
C 1.185 2.148 4.950
C 1.788 0.942 4.659
C 1.465 0.072 3.628
C 2.176 -1.281 3.819
C 1.282 -2.576 3.559
C 3.563 -1.397 3.172
C 0.465 0.628 2.742
N 0.085 0.157 1.405
C 0.796 -0.874 1.003
C 0.359 -1.830 0.053
C 1.267 -2.929 0.004
C 0.820 -4.139 -0.471
C -0.541 -4.367 -0.762
C -1.400 -3.318 -0.864
C -0.981 -2.021 -0.531
N -1.696 -0.970 -0.811
C -2.922 -1.281 -1.549
C -2.937 -1.508 -2.931
C -4.151 -1.880 -3.462
C -5.324 -2.024 -2.777
C -5.305 -1.725 -1.455
C -4.116 -1.327 -0.846
C -4.178 -0.905 0.624
C -4.026 0.632 0.693
C -3.249 -1.676 1.617
C -1.828 -1.563 -4.015
C -0.458 -0.986 -3.797
C -1.775 -3.081 -4.318
H -3.826 1.809 3.505
H -2.457 1.903 4.622
H -2.704 0.382 3.788
H -1.877 1.351 1.742
H -2.267 3.980 3.280
H -2.994 3.544 1.736
H -1.277 3.959 1.921
H -0.639 3.271 4.532
H 1.555 2.730 5.793
H 2.585 0.668 5.411
H 2.288 -1.289 4.913
H 1.462 -3.091 2.601
H 0.239 -2.402 3.545
H 1.465 -3.280 4.385
H 3.560 -1.305 2.102
H 3.949 -2.418 3.317
H 4.300 -0.718 3.609
H 1.737 -1.096 1.451
H 2.227 -2.816 0.431
H 1.514 -4.969 -0.456
H -0.781 -5.378 -0.990
H -2.415 -3.408 -1.175
H -4.172 -2.001 -4.535
H -6.223 -2.302 -3.307
H -6.161 -1.769 -0.814
H -5.260 -1.018 0.913
H -3.036 0.925 0.343
H -4.193 1.035 1.675
H -4.715 1.206 0.086
H -2.274 -1.191 1.665
H -3.130 -2.758 1.382
H -3.704 -1.548 2.604
H -2.284 -1.058 -4.878
H -0.519 0.070 -3.565
H -0.045 -1.476 -2.903
H 0.148 -1.154 -4.654
H -2.699 -3.614 -4.365
H -1.229 -3.292 -5.199
H -1.120 -3.495 -3.456
O -6.178 2.338 -1.776
H -6.707 1.605 -2.096
H -6.764 2.861 -1.231
C 7.155 -2.173 1.034
S 5.928 -3.386 0.504
C 6.542 -3.884 -1.201
O 4.601 -2.701 0.152
H 6.716 -1.790 1.964
H 7.329 -1.461 0.265
H 8.028 -2.761 1.360
H 6.682 -3.070 -1.879
H 7.515 -4.332 -1.122
H 5.776 -4.527 -1.644
Cl 2.237 -1.548 -6.008
C 2.955 -2.859 -5.035
Cl 1.642 -3.712 -4.196
H 3.599 -2.482 -4.250
H 3.480 -3.480 -5.714
*
```